Entry 1:
Molecular formula: C3H8N2O
Method: DFT, the ωB97M-V functional and the def2-TZVPD basis

Atoms and positions in Å:
C -1.36752 0.09240 -0.15450
C 0.18267 0.65054 -0.32546
C 0.94235 -0.27508 -1.15876
N 0.58578 0.80227 1.02100
N -0.66509 -0.24267 1.90898
O -1.20586 -0.89737 0.83703
H -1.99274 0.83273 0.34916
H -1.83542 -0.37068 -0.91303
H 0.27165 1.67173 -0.71449
H 0.72735 -1.33413 -0.93141
H 2.01080 -0.20987 -1.01752
H 0.73303 -0.21949 -2.23998
H 1.51925 0.28084 1.06913
H 0.09377 -0.78121 2.26986

Calculated values
max |F| = 4.8 eV/A
M = 88.11 g mol⁻¹
Kohn-Sham gap = 10.5 eV
highest occupied orbital energy = -0.34804 hartree
spin multiplicity = 1
total energy = -8263.899 eV
net charge = 0
energy above the lowest of the compared OMol25 structures with the same formula, charge and spin = 125.14 kcal per mole

Entry 2:
Molecular formula: C3H8N2O
Method: DFT, the ωB97M-V functional and the def2-TZVPD basis

Atoms and positions in Å:
N -0.76619 2.07964 0.49548
C 0.19683 1.14606 0.05551
C -0.12046 -0.22905 0.61578
C 0.35778 -1.49051 -0.12029
N 0.40132 -1.48264 -1.49315
O 0.65713 -2.45971 0.52802
H -0.93841 2.29049 1.56277
H -1.71842 1.77153 0.37423
H 1.27003 1.25429 0.50636
H 0.15219 0.85949 -1.01113
H 0.39830 -0.22444 1.56090
H -1.15184 -0.50166 0.71479
H 0.73398 -2.41788 -1.79103
H 0.52776 -0.59559 -1.99822

Calculated values
max |F| = 4.3 eV/A
M = 88.11 g mol⁻¹
SMILES = NCCC(N)=O
Kohn-Sham gap = 10.0 eV
highest occupied orbital energy = -0.33435 hartree
spin multiplicity = 1
total energy = -8267.510 eV
net charge = 0
energy above the lowest of the compared OMol25 structures with the same formula, charge and spin = 41.88 kcal per mole

Entry 3:
Molecular formula: C3H8N2O
Method: DFT, the ωB97M-V functional and the def2-TZVPD basis

Atoms and positions in Å:
C 1.12416 0.41555 0.12796
C 0.45380 -0.15001 -1.34591
C 0.16866 0.38575 1.28760
N -0.85103 -1.37038 1.88008
N -0.61143 0.67513 -1.79347
O -2.04103 -1.39011 1.90333
H 1.95731 -0.17218 0.28566
H 1.40646 1.47033 -0.04307
H 1.31880 -0.31795 -2.09111
H -0.05522 -1.11697 -1.14757
H -0.83412 0.93002 1.09720
H -0.36263 -1.69974 2.76230
H -1.29168 0.74157 -1.04503
H -0.38204 1.59898 -1.87796

Calculated values
max |F| = 3.4 eV/A
M = 88.11 g mol⁻¹
Kohn-Sham gap (alpha / beta) = 7.4 / 8.2 eV
highest occupied orbital energy (alpha / beta) = -0.30078 / -0.30806 hartree
spin multiplicity = 1
total energy = -8261.276 eV
net charge = 0
energy above the lowest of the compared OMol25 structures with the same formula, charge and spin = 185.64 kcal per mole